DFT (ωB97M-V with the def2-TZVPD basis set) results for an isolated molecule of C5H12N2 in a non-equilibrium geometry.

Last column: Mulliken charge in e.
Positions of all 19 atoms, in Å:
H 0.5131 -2.1964 -0.5110  0.35
H 1.7612 0.1410 -1.9514  0.36
N 1.6844 -0.9199 0.7490  -0.54
C 1.3645 -1.4614 -0.6252  -0.66
H -2.0617 0.6040 2.5384  0.27
C 0.8916 -0.3603 -1.5196  -0.60
H -0.5048 -0.1863 1.1308  0.16
N -2.7649 0.8666 1.8680  -0.65
H 1.1199 1.2792 -0.1856  0.19
H -0.2881 1.4756 -1.5886  0.32
C 0.1762 0.8729 -0.7672  -0.42
H 2.2470 -0.0865 0.5523  0.14
H -2.9147 1.8746 1.9830  0.25
H -2.8112 1.3198 -0.3747  0.30
C -0.8755 0.4837 0.2624  -0.19
C -2.1844 0.8733 0.4481  -0.20
H 0.1932 -1.0304 -2.1442  0.29
H 2.2259 -1.6509 1.2001  0.24
H 2.2281 -1.8986 -1.0646  0.38

## Properties
Total charge: 0
Kohn-Sham gap, eV: 9.007
SMILES: N/C=C/CCCN
Relative energy (zero: lowest compared OMol25 entry of this formula, charge and spin), kJ/mol: 275.80
E_HOMO, eV: -8.0

---

DFT (ωB97M-V with the def2-TZVPD basis set) results for an isolated molecule of C5H12N2 in a non-equilibrium geometry.

Last column: Mulliken charge in e.
Positions of all 19 atoms, in Å:
N -2.1639 0.4263 -0.2410  -0.29
C 1.4742 -0.0820 0.7164  -0.61
C -3.1652 1.4200 0.1963  -0.89
H -2.6300 -0.4540 -0.0532  0.24
H -3.9895 1.3914 -0.5106  0.29
H -2.7109 2.4114 0.2127  0.33
C 2.1107 -1.3028 -0.0709  -0.40
H 1.8710 0.7992 0.2085  0.40
H -0.6295 1.6842 0.2984  0.16
H 1.3352 -2.0625 -0.1456  0.33
H -3.4668 1.2687 1.2358  0.31
N 2.4712 -0.8781 -1.4270  -0.63
H 1.9897 -0.0791 1.6846  0.37
H -0.4417 -1.1867 1.0585  0.30
H 3.0583 -1.6110 -1.8123  0.22
C -0.8659 0.6151 0.1864  0.09
H 2.9569 -1.5765 0.5491  0.27
H 3.0799 -0.0690 -1.3701  0.22
C -0.0032 -0.2205 0.8062  -0.73

## Properties
Total charge: 0
Kohn-Sham gap, eV: 8.942
SMILES: CN/C=C/CCN
Relative energy (zero: lowest compared OMol25 entry of this formula, charge and spin), kJ/mol: 192.06
E_HOMO, eV: -7.7

---

DFT (ωB97M-V with the def2-TZVPD basis set) results for the ion C5H12N2 with charge +1 in a non-equilibrium geometry.

Last column: Mulliken charge in e.
Positions of all 19 atoms, in Å:
C -1.0419 -0.8653 1.0327  -0.57
H -1.9599 1.1101 1.2590  0.38
H 3.3494 -0.9440 -0.2683  0.29
H 2.2712 1.5361 -0.1307  0.38
C 1.8825 0.5948 -0.5070  0.07
H -1.5827 -2.3830 -0.2279  0.22
H -0.4034 1.0168 1.8691  0.35
C 0.5608 0.4639 -0.9045  -0.20
H -2.6419 -1.1588 -0.2724  0.21
N -1.6577 -1.3755 -0.1696  -0.49
H 0.3014 -0.1547 -1.7566  0.33
H -1.5451 -1.1380 1.9615  0.37
H -1.3074 1.3564 -1.0066  0.31
C -0.4872 1.3149 -0.2914  -0.65
H 2.5440 -0.8435 -1.6965  0.29
N 2.8182 -0.3190 -0.8654  -0.34
H 0.0003 -1.1925 1.0882  0.32
H -0.1058 2.3225 -0.1397  0.45
C -0.9946 0.6586 1.0260  -0.72

## Properties
Total charge: +1
Kohn-Sham gap (alpha / beta), eV: 9.011 / 5.955
⟨S²⟩: 0.7592
Relative energy (zero: lowest compared OMol25 entry of this formula, charge and spin), kJ/mol: 157.38
Spin multiplicity: 2
E_HOMO (alpha / beta), eV: -13.2 / -13.2

---

no.,E_tot (Eh)
1,-307.124294
2,-307.156191
3,-306.891288